[1]
Below is an isolated molecule of HNO2S, with properties calculated with ωB97M-V with the def2-TZVPD basis set.

Geometry (Å):
O: 2.36 -0.62 0.23
H: -2.39 0.06 -0.52
S: 0.12 0.76 0.16
N: 1.50 0.24 0.29
O: -1.59 -0.44 -0.16

The value obtained for the molecular weight is 79.080 u. The relative energy (zero: lowest compared OMol25 entry of this formula, charge and spin) is 60.5 kcal/mol. The structure (SMILES) is O=NSO.

---

[2]
Below is a structure of composition C26H68GaN4O6, with properties calculated with ωB97M-V with the def2-TZVPD basis set.

Geometry (Å):
H: 3.23 7.64 -2.07
C: 1.76 7.90 -4.30
H: 3.88 0.60 3.48
H: -1.80 2.07 0.33
H: 9.07 -0.54 4.18
H: -1.72 -7.38 0.63
H: 2.28 10.50 -4.96
H: 1.09 -5.74 0.50
Ga: -2.59 3.47 0.18
C: 4.85 0.13 3.65
C: -0.20 4.22 -3.23
H: -5.77 -0.26 -3.29
H: 5.77 -0.29 0.49
C: -0.79 -4.05 1.12
H: -0.39 -3.58 2.03
C: 2.55 10.32 -3.92
H: -0.31 4.76 -0.56
H: -5.52 -7.72 3.35
C: -4.43 -7.64 3.26
H: 2.88 -0.40 0.15
H: 1.55 2.08 -0.41
N: -2.27 -7.97 4.44
H: -0.09 -2.92 -1.86
H: -0.37 4.58 -4.28
O: -3.96 -8.40 2.16
H: 1.59 8.15 -5.35
H: 0.65 4.82 -2.83
O: 0.54 7.84 -3.59
H: 4.38 -1.26 2.11
H: -5.28 -9.34 5.21
H: -5.39 2.01 -2.93
C: -4.99 1.20 -2.27
H: -1.96 -7.07 4.11
H: -2.12 3.45 -2.50
H: -4.30 1.14 -0.16
N: 2.95 8.61 -2.23
H: -3.91 -10.41 2.63
H: 2.16 6.88 -4.28
C: 1.04 1.51 -1.23
H: -1.20 -5.78 2.30
H: 4.75 -0.52 4.52
C: 2.82 8.83 -3.67
C: -0.75 -5.58 1.32
N: 0.63 -6.09 1.34
C: -3.73 -7.94 4.59
H: -0.06 1.57 -1.11
H: -2.06 -8.61 3.67
H: -0.29 9.25 -4.90
O: -5.84 0.04 -2.38
H: -0.70 2.02 -3.07
H: 3.44 10.90 -3.70
H: -3.98 -7.13 5.28
C: -0.54 -3.69 -1.23
H: -2.22 5.17 -2.91
O: 0.04 -3.58 0.07
C: -1.55 4.42 -2.44
C: 5.26 -0.68 2.42
H: 1.13 -5.64 2.10
H: -5.55 -9.73 2.40
H: -1.81 -3.69 1.00
H: -3.88 -9.28 6.28
C: -4.39 3.26 -0.83
H: -4.23 -6.60 3.00
H: -0.30 -4.66 -1.67
H: 0.31 2.46 -4.47
H: -1.80 5.78 -0.73
H: 1.30 0.32 0.80
C: -4.51 -9.70 2.06
C: -4.19 -9.25 5.24
C: 1.78 -0.32 0.02
H: 1.99 3.19 -2.33
H: 2.02 8.66 -1.83
H: -2.92 4.01 1.66
C: -1.36 4.76 -0.90
C: -4.96 1.77 -0.80
H: 2.06 1.57 -3.21
C: 6.40 -1.68 2.69
H: 7.66 0.52 4.09
H: -5.11 3.99 -0.38
H: 1.33 -1.34 0.14
C: 0.14 2.68 -3.38
H: 5.56 0.92 3.89
H: -4.29 3.52 -1.92
C: 1.45 2.25 -2.58
H: 6.45 -2.36 1.83
H: -1.62 -3.54 -1.21
O: 7.69 -1.09 2.78
H: 6.19 -2.30 3.57
C: 7.98 -0.53 4.05
H: 3.78 8.60 -4.14
H: -1.05 -6.42 -0.68
H: -6.01 1.82 -0.43
H: -1.36 8.55 -3.67
C: -0.35 8.91 -3.86
C: -1.56 -6.35 0.29
H: -3.76 -10.13 4.75
H: 1.75 10.71 -3.28
N: 5.60 0.25 1.33
H: -2.53 -5.89 0.13
O: 1.52 0.16 -1.32
H: -3.94 1.01 -2.63
H: 7.53 -1.09 4.87
H: 6.50 0.66 1.56
H: -4.48 -10.00 1.01
H: -0.17 9.74 -3.18

The value obtained for the energy is -3626.489549 Eh. The value obtained for the molecular weight is 602.575 u. As for the net charge: -1.

---

[3]
Below is a cluster of 2 separate species, C6H12N2 in total, with properties calculated with ωB97M-V with the def2-TZVPD basis set.

Geometry (Å):
H: -0.53 -1.96 -2.26
H: 1.81 0.03 -2.01
H: 1.94 -0.68 1.56
C: -0.87 0.85 1.59
H: 0.45 0.62 -2.80
C: -2.30 0.95 1.29
C: -0.16 -0.38 1.35
C: 0.73 -0.21 -2.11
H: -2.67 1.64 2.02
C: 1.26 1.28 2.03
H: -0.41 -1.39 1.05
N: 0.09 1.87 1.82
N: 1.20 -0.08 1.83
H: 1.37 -2.19 -2.21
H: 0.56 -1.95 -3.69
H: 0.34 0.07 -1.11
H: -2.89 0.06 1.47
C: 0.47 -1.59 -2.64
H: 2.07 1.84 2.59
H: -2.44 1.21 0.22

The value obtained for the molecular weight is 112.176 u. The relative energy (zero: lowest compared OMol25 entry of this formula, charge and spin) is 37.0 kcal/mol. The structure (SMILES) is Cc1c[nH]cn1.CC.

---

[4]
Below is an isolated molecule of C5H8O2, with properties calculated with ωB97M-V with the def2-TZVPD basis set.

Geometry (Å):
H: 1.47 0.73 1.40
C: -0.57 -1.01 -0.77
O: -2.22 0.42 0.56
H: 0.15 -1.52 1.33
C: 0.01 1.30 -0.15
H: 0.16 1.62 -1.18
H: -0.05 -0.89 -1.73
H: -0.20 2.17 0.49
C: 1.14 0.39 0.41
H: -1.24 -1.87 -0.74
H: 2.64 -0.58 -0.34
O: 2.22 0.27 -0.48
C: -0.96 0.15 0.06
H: -2.72 -0.40 0.61
C: 0.15 -0.77 0.54

The value obtained for the molecular weight is 100.117 u. The relative energy (zero: lowest compared OMol25 entry of this formula, charge and spin) is 49.5 kcal/mol. The structure (SMILES) is O[C@H]1C[C@@]2(O)C[C@@H]12.

---

[5]
Below is a structure of composition C5H10ClO2P, with properties calculated with ωB97M-V with the def2-TZVPD basis set.

Geometry (Å):
P: -0.30 -0.77 1.73
H: 0.72 -0.37 -3.15
H: -1.50 -2.78 1.05
H: 1.96 0.77 -2.42
C: 0.12 -0.73 -0.58
H: -2.28 -1.86 2.50
H: 1.47 1.31 0.70
H: 0.59 1.57 -2.84
C: 0.88 0.47 -2.49
H: -0.77 1.88 0.96
O: -0.56 0.54 2.40
O: -0.29 2.37 0.26
C: -1.72 -1.91 1.62
H: -2.34 -1.47 0.90
C: 0.76 1.62 -0.26
H: 1.30 2.36 -0.92
H: 0.12 -1.71 -1.00
Cl: 1.31 -1.66 2.64
C: 0.52 0.38 -1.10

The value obtained for the energy is -1148.336067 Eh. The value obtained for the molecular weight is 168.560 u. The spin multiplicity is 3. As for the expectation value of S²: 2.015.

---

[6]
Below is a structure of composition C5H4ClF2NOS, with properties calculated with ωB97M-V with the def2-TZVPD basis set.

Geometry (Å):
C: 0.28 0.45 1.28
C: -1.86 -0.26 1.25
C: -1.13 -1.13 0.45
H: -1.70 -1.94 -0.05
N: -0.99 0.65 1.82
C: 1.45 0.75 -1.93
C: 0.25 -0.63 0.44
S: 1.45 -1.31 -0.71
F: 0.16 1.30 -1.72
H: -2.84 -0.06 1.59
F: 2.35 1.54 -1.34
H: 1.21 1.06 1.55
O: 0.72 -2.29 -1.53
H: -1.00 1.36 2.49
Cl: 1.66 0.50 -3.60

The value obtained for the molecular weight is 199.609 u. The relative energy (zero: lowest compared OMol25 entry of this formula, charge and spin) is 0.0 kcal/mol.

---

Question: Which value of molecular weight does entry 1 give?
Answer: 79.080 u

---

Copy entry 4 word for word.
Below is an isolated molecule of C5H8O2, with properties calculated with ωB97M-V with the def2-TZVPD basis set.

Geometry (Å):
H: 1.47 0.73 1.40
C: -0.57 -1.01 -0.77
O: -2.22 0.42 0.56
H: 0.15 -1.52 1.33
C: 0.01 1.30 -0.15
H: 0.16 1.62 -1.18
H: -0.05 -0.89 -1.73
H: -0.20 2.17 0.49
C: 1.14 0.39 0.41
H: -1.24 -1.87 -0.74
H: 2.64 -0.58 -0.34
O: 2.22 0.27 -0.48
C: -0.96 0.15 0.06
H: -2.72 -0.40 0.61
C: 0.15 -0.77 0.54

The value obtained for the molecular weight is 100.117 u. The relative energy (zero: lowest compared OMol25 entry of this formula, charge and spin) is 49.5 kcal/mol. The structure (SMILES) is O[C@H]1C[C@@]2(O)C[C@@H]12.

---

What did the sixth record say?
Below is a structure of composition C5H4ClF2NOS, with properties calculated with ωB97M-V with the def2-TZVPD basis set.

Geometry (Å):
C: 0.28 0.45 1.28
C: -1.86 -0.26 1.25
C: -1.13 -1.13 0.45
H: -1.70 -1.94 -0.05
N: -0.99 0.65 1.82
C: 1.45 0.75 -1.93
C: 0.25 -0.63 0.44
S: 1.45 -1.31 -0.71
F: 0.16 1.30 -1.72
H: -2.84 -0.06 1.59
F: 2.35 1.54 -1.34
H: 1.21 1.06 1.55
O: 0.72 -2.29 -1.53
H: -1.00 1.36 2.49
Cl: 1.66 0.50 -3.60

The value obtained for the molecular weight is 199.609 u. The relative energy (zero: lowest compared OMol25 entry of this formula, charge and spin) is 0.0 kcal/mol.

---

Question: Among the records above, which one has the lowest molecular weight?
Answer: HNO2S